Record 1
The following is a quantum chemistry calculation of C30H74MnO19P3 as an isolated structure in a non-equilibrium geometry, from the Open Molecules 2025 dataset.

Each line ends with the Mulliken charge.
Cartesian coordinates (Å):
Mn (-9.3583, 15.8420, 2.9364)  0.92
O (-11.1204, 15.4866, 3.7887)  0.73
H (-11.8302, 15.0338, 4.2844)  -0.63
C (-13.4204, 13.5966, 7.2858)  -0.23
O (-14.4676, 13.8898, 6.4040)  -0.61
C (-14.1282, 14.5830, 5.1829)  2.31
C (-15.4058, 14.9015, 4.3637)  -0.67
O (-16.1276, 13.7628, 4.0143)  -0.47
C (-17.5105, 13.9115, 3.8129)  -0.81
C (-17.9511, 14.5980, 2.4835)  0.11
O (-17.5958, 15.9892, 2.5341)  -0.19
C (-18.1806, 16.5945, 1.4242)  -0.83
H (-13.9058, 13.2788, 8.2086)  0.30
H (-12.9464, 14.5560, 7.4930)  -0.24
H (-12.7762, 12.8387, 6.8401)  0.21
H (-13.4525, 13.9753, 4.5811)  -1.45
H (-13.5609, 15.4892, 5.3952)  -0.08
H (-15.2302, 15.4136, 3.4176)  0.02
H (-16.1003, 15.4120, 5.0307)  0.75
H (-17.9941, 14.4802, 4.6072)  0.38
H (-17.9722, 12.9306, 3.9262)  0.56
H (-19.0120, 14.4380, 2.2915)  0.73
H (-17.3426, 14.2376, 1.6541)  -0.52
H (-19.2360, 16.8243, 1.5705)  0.31
H (-18.0749, 15.9961, 0.5193)  0.27
H (-17.6618, 17.5282, 1.2069)  0.30
C (-8.9785, 12.9189, 1.5076)  -1.02
O (-9.1570, 13.6272, 2.7432)  -0.01
C (-8.3509, 13.0791, 3.8227)  -0.85
C (-8.5106, 13.8619, 5.1277)  -0.31
O (-8.4562, 15.1976, 4.7637)  -0.35
C (-8.1208, 16.1568, 5.7323)  -0.71
C (-9.0683, 16.1090, 6.8912)  -0.42
O (-8.8941, 14.9026, 7.6795)  -0.35
C (-9.7021, 14.8892, 8.8970)  -0.49
H (-9.1995, 11.8707, 1.7089)  0.32
H (-7.9264, 12.9248, 1.2226)  0.36
H (-9.5817, 13.2492, 0.6619)  0.28
H (-7.3199, 13.1919, 3.4875)  0.57
H (-8.4834, 12.0004, 3.9069)  0.37
H (-7.7298, 13.6642, 5.8621)  0.51
H (-9.5110, 13.7039, 5.5307)  0.13
H (-8.1229, 17.1656, 5.3195)  0.44
H (-7.1330, 15.9204, 6.1278)  0.27
H (-10.0620, 16.0312, 6.4499)  0.09
H (-9.0352, 16.9825, 7.5424)  0.66
H (-10.7485, 14.7005, 8.6572)  0.07
H (-9.6969, 15.8524, 9.4072)  0.29
H (-9.2740, 14.0803, 9.4890)  0.27
C (-17.0053, 11.7827, -4.4963)  -1.02
C (-16.5843, 13.1444, -3.9524)  -0.33
O (-15.6764, 12.8934, -2.8696)  -0.32
P (-16.1894, 13.2095, -1.3685)  0.33
O (-17.2660, 14.2302, -1.2432)  -0.84
O (-16.4885, 11.7610, -0.7284)  0.35
C (-17.8120, 11.2521, -0.5918)  -0.71
C (-18.5288, 11.3248, 0.7927)  -1.03
O (-14.7570, 13.6064, -0.6208)  -0.28
C (-14.7000, 14.2112, 0.6987)  0.09
C (-13.3603, 14.9807, 0.8943)  -1.20
H (-16.1599, 11.2693, -4.9545)  0.27
H (-17.5348, 11.1966, -3.7453)  0.20
H (-17.7545, 11.8541, -5.2847)  0.43
H (-15.9579, 13.6627, -4.6784)  0.29
H (-17.4359, 13.8001, -3.7707)  0.37
H (-18.5115, 11.7122, -1.2897)  0.43
H (-17.6623, 10.2295, -0.9383)  0.60
H (-17.9947, 10.7768, 1.5690)  0.26
H (-18.6564, 12.3480, 1.1462)  0.02
H (-19.5323, 10.8995, 0.7834)  0.47
H (-15.4316, 15.0183, 0.6620)  0.60
H (-14.9538, 13.5148, 1.4979)  0.37
H (-12.5586, 14.3701, 0.4788)  0.04
H (-13.3838, 15.9467, 0.3899)  0.53
H (-13.0748, 15.2114, 1.9206)  0.19
C (-11.7743, 11.4926, 4.1047)  -0.63
C (-12.2380, 11.9663, 2.7213)  2.10
O (-12.9093, 10.8276, 2.1395)  -0.25
P (-12.0200, 9.8595, 1.1472)  0.93
O (-11.0245, 8.9475, 1.7879)  -0.82
O (-13.1056, 9.2155, 0.1282)  -0.21
C (-14.1490, 8.3427, 0.6188)  -0.84
C (-15.4908, 9.0417, 0.6318)  -0.32
O (-11.2630, 10.8947, 0.1656)  -0.48
C (-12.0964, 11.8444, -0.5624)  0.43
C (-12.8335, 11.2599, -1.7478)  -1.31
H (-11.2954, 12.3044, 4.6522)  -0.47
H (-12.6254, 11.1402, 4.6873)  0.34
H (-11.0078, 10.7261, 3.9902)  0.51
H (-12.9436, 12.7915, 2.6256)  -0.98
H (-11.3588, 12.2964, 2.1680)  -0.63
H (-14.1809, 7.5618, -0.1410)  0.38
H (-13.9049, 7.9345, 1.5995)  0.37
H (-16.2176, 8.3249, 1.0139)  0.48
H (-15.3153, 9.9363, 1.2294)  0.04
H (-15.7762, 9.2741, -0.3942)  0.03
H (-12.7910, 12.3256, 0.1262)  -0.42
H (-11.5597, 12.7368, -0.8842)  0.58
H (-12.1835, 10.5744, -2.2915)  0.47
H (-13.7470, 10.7663, -1.4162)  -0.01
H (-13.1285, 12.0672, -2.4182)  0.41
C (-12.9807, 18.0464, 9.7154)  -1.27
C (-13.4259, 17.7296, 8.2393)  0.35
O (-12.6981, 18.4501, 7.1983)  -0.02
P (-13.4052, 19.6577, 6.4232)  0.74
O (-13.4254, 20.9278, 7.1707)  -0.81
O (-12.5675, 19.7060, 5.0634)  -0.40
C (-12.4056, 18.5989, 4.1768)  1.07
C (-12.4570, 19.1690, 2.7455)  -1.53
O (-14.8648, 19.1045, 6.0205)  -0.28
C (-15.6965, 19.7840, 5.0283)  -0.61
C (-16.1096, 18.8631, 3.8457)  -0.68
H (-12.9513, 19.0922, 10.0209)  0.36
H (-13.5778, 17.4554, 10.4098)  0.38
H (-11.9296, 17.7821, 9.8315)  0.23
H (-13.2797, 16.6908, 7.9435)  -0.19
H (-14.5009, 17.9063, 8.2032)  0.38
H (-11.4446, 18.1149, 4.3510)  -0.10
H (-13.1856, 17.8507, 4.3178)  -0.33
H (-11.5069, 19.6291, 2.4740)  0.41
H (-12.8599, 18.4437, 2.0386)  0.23
H (-13.1739, 19.9896, 2.7732)  0.45
H (-16.6153, 20.0785, 5.5354)  0.50
H (-15.3669, 20.7600, 4.6720)  0.34
H (-16.3490, 17.8142, 4.0207)  0.02
H (-17.0304, 19.2462, 3.4058)  0.48
H (-15.3468, 18.8526, 3.0671)  0.18

Cartesian forces (eV/Å) of the 6 atoms listed first:
-2.681 -1.998 1.898
1.034 0.610 -0.733
0.846 0.482 -0.632
-0.643 0.786 -0.378
-1.108 0.607 -1.591
-0.578 -0.913 0.264

Values from the calculation:
HOMO level (alpha / beta) = -11.67 / -11.67 eV
total charge = +1
frontier orbital gap (alpha / beta) = 6.457 / 6.424 eV
energy relative to the best compared isomer or geometry (same formula, charge and spin) = 289.3 kJ/mol
2S+1 = 6

=====

Record 2
The following is a quantum chemistry calculation of C47H40BrCl4GeN4O10S2Ti as an isolated structure in a non-equilibrium geometry, from the Open Molecules 2025 dataset.

Each line ends with the Mulliken charge.
Cartesian coordinates (Å):
Ti (0.0765, 0.3614, 1.1637)  0.16
O (1.8829, -0.0090, 6.5627)  -0.63
C (2.8857, 0.4758, 5.8520)  0.53
O (3.8636, 0.9595, 6.3824)  -0.68
C (2.7363, 0.4004, 4.3705)  0.43
C (3.6257, 0.8136, 3.4509)  -0.50
Cl (5.1089, 1.6565, 3.6625)  -0.20
N (3.1725, 0.6102, 2.1306)  -0.03
N (1.7989, 0.1657, 2.2299)  1.24
C (1.5959, -0.0896, 3.6299)  -1.17
C (0.4806, -0.7250, 4.0641)  1.08
O (0.1001, -1.0844, 5.2153)  -0.96
O (-0.4003, -0.9518, 2.9568)  1.01
C (3.9849, -0.1176, 1.2370)  -0.35
C (3.6479, -0.1371, -0.1171)  -0.09
C (4.3976, -0.8642, -1.0244)  -0.78
C (5.5175, -1.5764, -0.6065)  -0.72
C (5.8687, -1.5440, 0.7346)  -0.87
C (5.1098, -0.8315, 1.6529)  -0.44
H (1.1148, -0.3897, 6.0050)  0.38
H (2.7997, 0.4483, -0.4344)  0.90
H (4.1188, -0.8511, -2.0727)  0.54
H (6.1103, -2.1384, -1.3174)  0.37
H (6.7345, -2.0971, 1.0806)  0.38
H (5.3787, -0.8430, 2.7008)  0.47
N (0.5817, -1.2096, -0.1445)  0.67
S (0.1859, -2.7428, -0.0884)  0.66
C (1.6726, -3.6413, 0.3758)  0.14
C (2.4640, -3.0038, 1.3222)  -0.37
C (3.5698, -3.6739, 1.8262)  -0.56
C (3.8702, -4.9569, 1.3923)  -0.86
C (3.0632, -5.5849, 0.4520)  -0.62
C (1.9516, -4.9301, -0.0586)  -0.59
C (-0.0045, -3.2619, -1.7879)  0.21
C (1.0620, -3.1779, -2.6751)  -0.27
C (0.8432, -3.4366, -4.0177)  -0.85
C (-0.4311, -3.7725, -4.4629)  -0.48
C (-1.4878, -3.8563, -3.5689)  -0.65
C (-1.2790, -3.5988, -2.2182)  -0.63
H (1.2684, -1.0324, -0.8725)  -0.12
H (2.2181, -1.9943, 1.6468)  0.44
H (4.1956, -3.1796, 2.5574)  0.62
H (4.7372, -5.4717, 1.7876)  0.39
H (3.2993, -6.5854, 0.1114)  0.39
H (1.3209, -5.4138, -0.7939)  0.49
H (2.0491, -2.9057, -2.3174)  0.51
H (1.6635, -3.3643, -4.7202)  0.41
H (-0.6015, -3.9576, -5.5160)  0.39
H (-2.4826, -4.0989, -3.9205)  0.44
H (-2.0952, -3.6069, -1.5080)  0.48
Cl (-1.8768, 5.4409, 1.2590)  -0.55
Ge (-1.9997, 3.1729, 0.7339)  0.50
Cl (-4.0842, 2.8271, 1.6548)  -0.48
Cl (-0.7497, 2.3092, 2.5999)  -0.38
C (-1.8500, 5.6401, -2.7070)  -1.41
C (-2.6949, 4.4778, -3.1395)  0.83
C (-3.7899, 4.0715, -2.3763)  -0.22
C (-4.5358, 2.9626, -2.7369)  -0.52
C (-4.1802, 2.2417, -3.8703)  0.13
C (-3.1028, 2.6350, -4.6494)  -0.75
C (-2.3791, 3.7564, -4.2858)  -0.51
S (-5.0130, 0.7382, -4.2566)  1.21
O (-6.3584, 0.8455, -3.7645)  -0.71
O (-4.7424, 0.4410, -5.6381)  -0.74
N (-4.3034, -0.4675, -3.4058)  -0.25
C (-4.4237, -0.5117, -1.9382)  -1.25
C (-3.4032, 0.3129, -1.1538)  1.04
C (-2.5893, -0.5062, -0.1599)  -0.57
O (-2.7386, -1.7201, -0.0414)  -0.69
O (-1.8177, 0.2100, 0.5748)  -0.07
H (-2.4663, 6.4894, -2.4101)  0.35
H (-1.1758, 5.9552, -3.5032)  0.42
H (-1.2481, 5.3665, -1.8377)  0.20
H (-4.0458, 4.6190, -1.4766)  0.43
H (-5.3801, 2.6466, -2.1385)  0.39
H (-2.8436, 2.0646, -5.5310)  0.43
H (-1.5316, 4.0619, -4.8868)  0.28
H (-3.3614, -0.6345, -3.7458)  0.33
H (-4.3150, -1.5551, -1.6475)  0.47
H (-5.4470, -0.2164, -1.7113)  0.33
H (-3.8624, 1.1325, -0.5979)  -0.16
H (-2.6674, 0.7917, -1.8108)  -0.03
C (-1.4021, -1.9512, 3.1519)  -1.72
C (-2.5805, -1.4723, 3.9598)  1.34
C (-3.1972, -0.2666, 3.6392)  0.37
C (-4.3135, 0.1568, 4.3428)  -0.98
C (-4.8328, -0.6260, 5.3669)  -0.41
C (-4.2224, -1.8300, 5.6884)  -0.66
C (-3.0976, -2.2462, 4.9890)  -0.56
H (-1.7489, -2.1991, 2.1470)  0.25
H (-0.9472, -2.8309, 3.6128)  0.41
H (-2.7952, 0.3530, 2.8478)  -0.02
H (-4.7708, 1.1033, 4.0825)  0.37
H (-5.7041, -0.2928, 5.9186)  0.38
H (-4.6105, -2.4378, 6.4978)  0.35
H (-2.5965, -3.1681, 5.2628)  0.37
Br (5.5897, 5.7830, -2.6346)  -0.25
C (4.1350, 4.6276, -2.2088)  0.14
C (3.8698, 4.3365, -0.8827)  -0.77
C (2.8117, 3.4892, -0.5834)  -0.01
C (2.0358, 2.9489, -1.6026)  0.42
C (2.3232, 3.2566, -2.9259)  -0.39
C (3.3776, 4.0997, -3.2413)  -0.58
C (0.9002, 1.9948, -1.2881)  0.36
O (0.1805, 1.5774, -2.1878)  -0.81
O (0.8427, 1.6658, -0.0459)  0.33
H (4.4794, 4.7560, -0.0946)  0.47
H (2.5883, 3.2294, 0.4440)  0.33
H (1.7064, 2.8181, -3.6995)  0.46
H (3.6113, 4.3427, -4.2690)  0.43

Cartesian forces (eV/Å) of the 6 atoms listed first:
0.683 -0.723 1.185
0.516 0.357 0.169
-0.244 0.130 0.177
0.116 -0.048 -0.026
0.089 0.005 -0.020
0.044 -0.009 0.127

Values from the calculation:
HOMO level (alpha / beta) = -0.97 / -1.01 eV
total charge = -2
frontier orbital gap (alpha / beta) = 4.371 / 4.408 eV
energy relative to the best compared isomer or geometry (same formula, charge and spin) = 54.5 kJ/mol
2S+1 = 2

=====

Record 3
The following is a quantum chemistry calculation of C6H12 in the gas phase in a non-equilibrium geometry, from the Open Molecules 2025 dataset.

Each line ends with the natural charge from an NBO analysis.
Cartesian coordinates (Å):
C (-1.2460, 1.3504, -0.9064)  -0.47
C (0.0298, 1.7013, -0.1143)  -0.54
C (1.1054, 0.7794, -0.4386)  -0.04
C (1.4157, -0.4029, 0.4001)  -0.47
C (0.1106, -1.0469, -0.0987)  -0.39
C (-0.6767, -1.8204, 0.9786)  -0.60
H (-1.0421, 1.0488, -1.9525)  0.17
H (-0.7476, -0.1847, -0.4475)  0.25
H (-2.0016, 2.1635, -0.9049)  0.18
H (-0.1804, 1.7426, 0.9618)  0.21
H (0.3776, 2.7022, -0.4292)  0.26
H (1.4574, 0.7924, -1.4719)  0.19
H (1.3833, -0.1852, 1.4754)  0.21
H (2.3404, -0.9352, 0.1463)  0.22
H (0.3246, -1.6551, -0.9848)  0.21
H (-0.1516, -2.7388, 1.2866)  0.20
H (-1.6753, -2.0986, 0.6186)  0.21
H (-0.8234, -1.2129, 1.8814)  0.20

Cartesian forces (eV/Å) of the 6 atoms listed first:
0.427 1.194 -0.491
-0.466 0.182 -0.073
1.263 0.436 -0.274
-0.576 0.297 -0.286
-1.203 -0.236 0.247
0.052 -0.149 -0.085

Values from the calculation:
HOMO level (alpha / beta) = -7.78 / -6.96 eV
total charge = 0
frontier orbital gap (alpha / beta) = 8.637 / 7.047 eV
energy relative to the best compared isomer or geometry (same formula, charge and spin) = 509.1 kJ/mol

=====

- Which of these has the highest energy relative to the best compared isomer or geometry (same formula, charge and spin)?
  C6H12

=====

- What is the energy relative to the best compared isomer or geometry (same formula, charge and spin) in the third record?
  509.1 kJ/mol

=====

- Which formula does entry 1 have?
  C30H74MnO19P3

=====

- total charge of number 1 (C30H74MnO19P3)?
  +1